Entry from the Open Molecules 2025 dataset: a single C5H11N molecule at a distorted geometry (ωB97M-V with the def2-TZVPD basis set).

```
17
Properties=species:S:1:pos:R:3:mulliken_charge:R:1
C 1.72 0.50 -0.66 -0.45
N 1.19 -0.39 0.33 -0.42
C 0.55 0.14 1.53 -0.44
C -0.22 -0.37 0.34 0.88
C -0.98 0.95 -0.70 -1.39
C -1.09 -1.61 0.18 -1.49
H 1.97 -0.08 -1.56 0.24
H 0.82 1.13 -0.88 0.12
H 2.61 1.03 -0.30 0.29
H 0.43 1.21 1.68 0.25
H 0.86 -0.39 2.45 0.26
H -1.77 1.23 -0.03 0.42
H -1.35 0.43 -1.59 0.34
H -0.71 1.97 -1.15 0.37
H -2.10 -1.36 0.52 0.32
H -1.13 -1.87 -0.88 0.30
H -0.78 -2.51 0.73 0.39
```

## Properties
Relative energy (zero: lowest compared OMol25 entry of this formula, charge and spin)   3.352 eV
E   -251.73934 Eh
Net charge   0
Gap between HOMO and LUMO   10.09 eV
SMILES string   CN1CC1(C)C